Record 1
Molecular formula: H2S2
Method: DFT, ωB97M-V with the def2-TZVPD basis set

```
4
Properties=species:S:1:pos:R:3:forces:R:3:nbo_charge:R:1
S -0.186 -0.482 -0.854 -0.4 -2.1 -1.9 -0.1324
S -0.237 0.460 0.870 -0.1 1.0 2.6 -0.1398
H 0.071 0.512 -1.685 0.4 0.6 0.0 0.1302
H 0.352 -0.490 1.669 0.0 0.5 -0.7 0.1420
```
Forces are in eV/Å.

Properties
Molar mass, g/mol: 66.15
SMILES: SS
Energy above the lowest of the compared OMol25 structures with the same formula, charge and spin, eV: 0.3107
Net charge: 0
Multiplicity: 1

---

Record 2
Molecular formula: H30HeO15
Method: DFT, ωB97M-V with the def2-TZVPD basis set

```
46
Properties=species:S:1:pos:R:3:forces:R:3:nbo_charge:R:1
He 0.118 0.412 0.143 0.0 0.0 0.0 0.0007
O 3.309 -2.094 -0.969 0.6 0.5 -0.3 -0.9728
H 2.520 -1.887 -0.468 -0.6 -0.2 0.4 0.4949
H 3.483 -3.014 -0.771 -0.1 -0.2 0.0 0.4743
O 2.747 1.322 0.488 0.1 0.3 0.1 -0.9730
H 2.889 0.671 1.175 0.0 -0.5 0.3 0.4926
H 2.771 0.821 -0.327 0.0 0.0 -0.4 0.4949
O -3.226 -0.997 -0.314 0.1 0.2 -0.3 -0.9678
H -4.067 -0.650 -0.611 -0.3 0.2 -0.1 0.4898
H -3.446 -1.821 0.119 0.0 -0.6 0.5 0.5083
O -1.409 -2.042 -2.144 0.4 -0.2 -0.2 -0.9792
H -2.042 -1.564 -1.609 -0.4 0.3 0.6 0.4923
H -1.879 -2.240 -2.954 0.0 -0.3 -0.3 0.4791
O 2.731 -0.936 2.573 -0.3 0.2 -0.1 -0.9531
H 2.807 -0.498 3.421 0.2 0.2 0.3 0.4724
H 3.279 -1.716 2.655 0.2 -0.3 -0.1 0.4879
O -0.865 0.821 -3.036 0.1 0.0 -0.2 -0.9641
H -1.365 0.019 -2.883 0.3 -0.4 0.0 0.4698
H -1.484 1.528 -2.854 -0.3 0.4 0.2 0.4785
O -2.227 -3.424 1.700 -0.6 0.0 -0.3 -0.9523
H -1.665 -2.658 1.817 0.4 0.4 0.5 0.4878
H -1.868 -3.870 0.933 0.1 -0.3 -0.2 0.4630
O -2.223 0.651 1.766 0.1 0.0 0.3 -0.9592
H -2.085 1.562 1.507 0.3 0.3 0.2 0.4736
H -2.487 0.210 0.958 -0.2 -0.4 -0.4 0.4841
O 1.351 -1.519 -3.200 0.0 0.0 -0.4 -0.9646
H 2.062 -1.542 -2.560 0.5 -0.2 0.2 0.4800
H 0.554 -1.618 -2.678 -0.3 0.0 0.1 0.4723
O -0.289 -1.309 2.615 0.0 -0.7 0.0 -0.9977
H -0.704 -0.483 2.367 -0.5 0.8 -0.2 0.5154
H 0.463 -1.050 3.147 0.3 -0.1 0.0 0.4859
O 0.134 2.084 3.299 -0.4 -0.5 0.4 -0.9632
H 0.722 2.501 2.670 0.3 0.7 -0.6 0.4939
H 0.717 1.635 3.911 0.0 0.0 0.3 0.4515
O -2.078 3.126 -2.106 -0.1 0.1 -0.1 -0.9539
H -2.175 3.342 -1.179 0.1 0.0 0.3 0.4832
H -2.725 3.674 -2.550 -0.2 0.2 -0.2 0.4833
O 1.589 3.660 1.409 -0.4 0.5 0.6 -0.9763
H 1.058 3.959 0.672 -0.1 0.1 -0.2 0.4721
H 2.053 2.892 1.075 0.5 -0.6 -0.6 0.5037
O 0.856 -2.555 0.270 0.2 -0.3 -0.3 -0.9824
H 0.494 -2.378 1.139 -0.1 0.5 0.7 0.4989
H 0.096 -2.778 -0.266 -0.1 0.0 -0.5 0.4784
O 0.892 3.270 -2.775 0.4 0.3 0.1 -0.9491
H 0.348 2.517 -3.004 -0.1 -0.5 -0.1 0.4880
H 0.267 3.966 -2.572 -0.2 0.1 0.0 0.4580
```
Forces are in eV/Å.

Properties
Molar mass, g/mol: 274.23
Energy above the lowest of the compared OMol25 structures with the same formula, charge and spin, eV: 0.3992
Net charge: 0
Multiplicity: 1